(1)
A gas-phase ion, C32H56Br2ClN3O9P (charge +1) at a distorted geometry, computed with wB97M-V/def2-TZVPD.

Geometry as XYZ:
```
104
Properties=species:S:1:pos:R:3
Br -3.0597 0.0112 4.4298
Br -2.4613 -3.1976 4.5226
Cl -3.8623 0.2839 -1.1528
P 1.7110 -1.0609 0.0346
O 4.1076 -0.3671 -3.9849
O -3.7106 3.7540 1.9015
O -1.2769 2.3447 3.0771
O 3.7001 2.9082 -0.9824
O 1.7847 -2.1632 1.2688
O 2.0007 3.1917 -2.4637
O -0.5454 1.8583 8.1039
O -1.6600 3.4824 5.0218
O -4.9113 2.8118 0.2148
N -3.2751 0.3232 0.4477
N -1.5321 0.0160 1.9891
N -1.0329 -0.3893 -0.1179
C -0.7144 3.2014 4.0525
C 4.5858 -1.4854 -4.7109
C 2.5156 2.8502 -1.2301
C -1.0171 -2.9237 2.1144
C 0.6400 0.0915 3.0846
C 3.4791 -2.2090 -5.4638
C -2.0323 -0.0356 0.6866
C -4.2157 0.7752 1.4890
C 3.1148 -0.1536 3.5352
C -1.0743 1.9093 6.7892
C -1.5659 -2.8184 -3.8614
C 1.4609 2.4741 -0.2091
C -1.6893 -2.4815 -1.3385
C 3.3042 -0.1372 0.1515
C 1.0205 -2.7278 -5.6151
C 2.0721 0.5989 3.0959
C 0.5583 1.2920 -0.6344
C 5.1072 0.6595 -3.8957
C -3.0102 4.1556 -0.3411
C -2.4435 -2.8543 -2.6088
C 2.1976 -2.4313 -4.6468
C -3.8909 3.5493 0.7225
C -2.0065 -0.8123 3.0147
C -0.1481 0.5347 1.8486
C 0.2948 0.1437 0.3930
C -0.3482 2.0790 2.0696
C -1.8015 -2.1381 3.1061
C -0.4793 -3.8915 -3.8842
C -5.3188 1.6792 0.9788
C -1.1244 -1.0434 -1.4108
C -1.1793 3.3625 6.3480
C 0.2254 -3.9821 -5.2463
H -1.7350 -0.5287 -2.1468
H 0.9741 0.8169 -1.5287
H -2.2454 -2.6645 -0.4208
H 0.8240 3.3586 -0.1549
H -2.0873 1.5049 6.7993
H -3.2728 -2.1629 -2.7683
H 3.9561 -0.2966 2.8624
H -5.8844 2.0162 1.8457
H -0.9724 -4.8509 -3.7228
H 3.1907 -1.6223 -6.3335
H -0.5903 -2.3481 1.3090
H 4.0908 -0.8071 0.4855
H 1.9043 2.3855 0.7728
H 6.0919 0.2108 -4.0042
H -0.0880 1.0211 8.1862
H 5.3357 -1.1878 -5.4453
H 4.9313 1.3820 -4.6918
H -0.4067 4.1449 3.5833
H -1.9304 3.8199 6.9860
H -0.1888 -3.3987 2.6394
H 3.2124 -0.5654 4.5338
H 1.6714 2.3892 -2.8860
H -0.4601 1.3510 6.0779
H 0.1758 2.7551 4.5153
H -0.4720 -4.2743 -6.0294
H -0.1582 -1.1283 -1.8953
H 2.6578 -2.5610 1.3249
H 2.2972 -3.2661 -3.9541
H -0.4010 1.6900 -0.9538
H 3.2671 0.7888 0.7104
H -1.6236 -3.7437 1.7343
H 0.2879 -3.7081 -3.1332
H 5.0476 -2.1819 -4.0019
H 1.9537 -1.5251 -4.0964
H 5.0148 1.1447 -2.9344
H -2.8312 -3.8636 -2.4815
H -1.1435 -1.8305 -4.0440
H 0.5874 2.6091 2.2169
H 0.9556 -4.7902 -5.1501
H -0.2419 3.8951 6.5243
H 1.3860 -2.8146 -6.6364
H -3.0707 5.2384 -0.3095
H -1.9703 3.8766 -0.1883
H -0.8140 -3.1340 -1.2923
H 3.5434 0.1262 -0.8783
H 0.3549 -1.8639 -5.6059
H -0.7689 2.4502 1.1251
H 3.8507 -3.1951 -5.7365
H -3.3047 3.8157 -1.3303
H -3.6157 1.3194 2.2155
H -4.6815 -0.0698 1.9893
H 2.2862 1.6150 2.7716
H -2.2259 -3.0275 -4.7056
H 0.6928 -0.9780 3.2453
H 0.1443 0.5102 3.9684
H -5.9942 1.1147 0.3451
```

2S+1 = 1
energy = -8043.46706 a.u.
F_max = 2.4 eV Å⁻¹
net charge = +1
Kohn-Sham gap = 8.2 eV


(2)
8 unconnected molecules or ions with the total composition C32H56Cl2N4O27P at a distorted geometry, computed with wB97M-V/def2-TZVPD.

Geometry as XYZ:
```
122
Properties=species:S:1:pos:R:3
Cl -0.9033 3.2272 1.4386
Cl 1.9125 1.3790 3.9610
P 2.7800 -2.8661 -1.2348
O -0.3622 1.3255 -1.7883
O -0.4321 2.0211 -8.3598
O -0.3672 -7.4882 -4.6736
O -3.4378 2.5505 5.3911
O -2.4355 1.6821 -2.6217
O 5.2751 2.8715 -6.5558
O 3.3561 -0.5681 8.0227
O 3.1076 3.0352 -5.9374
O -3.7269 -3.1862 2.5396
O -7.9034 0.5569 1.9386
O 1.5487 -3.5598 -1.9285
O 3.2966 -3.7211 -0.1822
O -2.1282 1.4199 -6.9922
O -5.7633 0.7402 1.2455
O 3.8592 -2.5467 -2.3199
O 5.3588 -0.3117 7.0134
O 1.2474 -6.1988 -3.7625
O -6.7630 2.5073 1.9837
O -1.7418 -4.2577 2.5709
O 5.1389 -0.6388 9.2376
O -0.0537 3.5090 -2.2471
O 1.2162 -6.4516 -5.9082
O 4.6204 2.9457 -4.3948
O -1.3382 2.6684 6.2106
O -0.4730 2.8197 -6.3569
O -2.5741 -3.3098 0.7016
O -3.0462 1.7286 7.3508
N 1.9743 -0.1759 -0.6731
N 2.1693 -1.5089 -0.3605
N 1.2400 -0.5688 1.3815
N 1.0346 1.6486 0.5715
C -1.7946 1.2752 -1.7262
C -2.6089 -3.6502 2.0040
C -1.3829 -3.7589 0.0638
C 1.3297 2.6669 2.8858
C -3.8816 -3.4646 3.9406
C 0.6320 -7.0219 -7.0895
C 1.7209 -1.6843 0.8924
C 2.6575 0.7490 -2.9481
C 0.3918 2.0819 1.8227
C -2.4961 2.3473 6.3157
C 0.6868 -6.4729 -2.4752
C -5.7723 -0.6596 0.9477
C -2.9525 3.2357 4.2364
C 2.7219 3.0047 -7.3239
C -6.9148 1.2077 1.7421
C 2.7465 -0.4228 6.7412
C 2.4852 3.4866 2.3497
C -1.0119 1.2099 -9.3895
C -2.3012 0.6419 -0.4820
C 4.6890 -0.4891 7.9983
C 6.0050 2.8706 -4.0278
C 6.5647 -0.5766 9.3645
C 0.6011 -6.7876 -4.7790
C 2.3148 0.2868 -1.8983
C 4.4153 2.9504 -5.7225
C 1.3925 0.3733 0.4437
C 0.1969 2.5572 -1.5998
C -7.9299 3.1438 2.5257
C 1.2545 2.5918 -0.5114
C -1.0706 2.9386 -5.0581
C -2.1429 1.4484 8.4288
C -1.1142 2.0270 -7.2128
H -3.3279 0.9649 -0.3528
H 1.3396 -3.2429 -2.8204
H -1.0850 1.9687 -4.5669
H -8.7626 3.0672 1.8308
H -4.8284 -3.0186 4.2263
H -1.3109 -4.8438 0.0977
H 1.7407 -2.6430 1.3842
H -5.9588 -1.2436 1.8458
H -2.2776 -0.4444 -0.5823
H -3.9093 -4.5375 4.1137
H -0.3537 1.3065 -10.2471
H 3.5376 -2.4835 -3.2303
H -0.3376 -6.1043 -2.4215
H -1.0616 0.1697 -9.0751
H -2.1620 2.6571 3.7681
H 0.6685 -8.1076 -7.0450
H 0.6986 -7.5352 -2.2437
H 6.0268 2.8772 -2.9420
H -3.7929 3.3268 3.5529
H 6.5496 3.7293 -4.4124
H 2.0928 4.3489 1.8079
H -0.5057 -3.3086 0.5328
H -2.0806 3.3375 -5.1189
H -2.7357 0.9487 9.1876
H 1.2335 -6.6641 -7.9186
H -1.7260 0.9422 0.3858
H 3.1303 2.8983 1.6998
H -1.7283 2.3706 8.8287
H -4.7812 -0.8909 0.5753
H -7.6597 4.1852 2.6676
H 3.1543 3.8383 -7.8721
H -2.5818 4.2245 4.5016
H 1.3066 -5.9429 -1.7625
H -8.2003 2.6955 3.4789
H -0.3973 -6.6902 -7.2041
H -3.0712 -3.0140 4.5090
H 1.3083 3.6141 -0.1574
H 2.9579 1.1811 -3.8773
H 6.9354 0.3916 9.0354
H -0.1007 1.2113 2.2452
H 3.0648 3.8767 3.1805
H 1.6752 -0.5031 6.9023
H 6.4540 1.9539 -4.4043
H -2.0063 1.5687 -9.6439
H -1.4386 -3.4394 -0.9747
H 0.7200 3.3122 3.5146
H 6.7727 -0.7141 10.4205
H 2.9806 0.5511 6.3190
H 3.0786 -1.2120 6.0679
H 2.2236 2.3870 -0.9625
H 3.0303 2.0640 -7.7761
H -0.4414 3.6276 -4.5125
H -6.5118 -0.8984 0.1866
H 1.6417 3.0749 -7.3433
H 7.0344 -1.3693 8.7866
H -1.3396 0.7954 8.0942
```

2S+1 = 1
energy = -4765.01721 a.u.
F_max = 3.2 eV Å⁻¹
net charge = +1
Kohn-Sham gap = 8.6 eV


(3)
A molecular structure, C32H56ClN9O7PSiV, computed with wB97M-V/def2-TZVPD.

Geometry as XYZ:
```
108
Properties=species:S:1:pos:R:3
V 0.0399 0.1421 -0.2940
Cl 4.1224 -6.0302 -3.3338
P 2.4917 -0.6596 2.2114
Si -0.3610 -3.3058 -0.1574
O -0.1960 -1.7087 -0.2638
O 3.0046 1.9067 -1.0106
O 1.2211 -0.3343 1.4980
O -0.9897 3.0933 0.8326
O 3.0788 -0.3103 -4.0296
O 1.0366 -0.0205 -2.0725
O 0.0256 1.4420 -3.4563
N 3.6563 -1.2194 1.2217
N -1.3242 0.2156 1.3284
N 0.9016 2.1090 -0.0633
N 2.1259 -1.7639 3.3820
N 3.2069 0.5706 3.0695
N -1.5567 0.8944 -1.2912
N -3.2810 2.4032 -1.5985
N -3.1689 1.2542 0.3819
N -3.3058 0.5121 2.5699
C -2.6011 1.4958 -0.8549
C 3.4657 2.2018 4.7147
C 5.0722 -1.3275 1.6109
C 4.0128 2.7954 3.4048
C 2.5214 1.0986 4.2518
C -4.6792 0.0304 2.4394
C 0.1554 3.1584 0.4097
C 3.5073 -1.1925 -0.2595
C 2.1713 4.1000 -0.4575
C 4.8898 -1.6083 -0.7473
C 3.1248 -2.4648 4.1915
C 3.2399 -1.6496 -3.8827
C 2.2352 -2.5068 -3.4661
C 4.5280 -2.1319 -4.1541
C -2.6325 0.0197 3.7570
C 1.7986 0.2043 -4.3354
C -0.9041 -4.0267 -1.8040
C 3.7232 1.7333 2.3257
C 2.2915 -3.1532 5.2749
C -2.5256 0.6054 1.4323
C 0.7614 -2.0910 3.7902
C -1.7254 -3.7103 1.0825
C 3.7739 -4.3361 -3.5584
C 1.2161 -4.1473 0.4164
C 0.9364 4.4655 0.3422
C 5.8252 -1.0406 0.3170
C 4.7822 -3.4826 -3.9820
C 5.6061 -1.1817 -4.5901
C 0.8894 0.5927 -3.1732
C 2.0991 2.5799 -0.5629
C 0.9444 -3.3769 4.5872
C 2.5035 -3.8609 -3.3050
H 1.0086 -4.2244 3.9003
H 0.1219 -2.2179 2.9174
H 5.7729 -3.8746 -4.1748
H -1.2364 1.1927 -2.2276
H -1.9474 -3.7707 -2.0060
H 2.7209 -1.8709 -0.5857
H 2.1580 4.5044 -1.4705
H 5.6933 -0.3453 -3.8945
H 5.9347 0.0381 0.1776
H 6.5669 -1.6913 -4.6521
H 1.7291 -4.5374 -2.9685
H -4.1634 2.7805 -1.3122
H 1.5972 -3.6989 1.3386
H 5.0771 3.0135 3.4804
H -3.7895 1.9788 0.7037
H 3.5099 3.7299 3.1562
H -5.2320 0.2989 3.3382
H 2.3784 0.3140 4.9949
H 2.0103 -4.0971 -0.3323
H -4.7126 -1.0588 2.3191
H 5.0919 -1.2160 -1.7414
H -0.3082 -3.6191 -2.6218
H 2.1658 -2.4845 6.1303
H -3.2954 0.1551 4.6094
H -1.7227 0.5934 3.9309
H -2.9398 2.6228 -2.5168
H 1.0141 -5.2058 0.6101
H -2.6524 -3.2152 0.7781
H 4.9764 -2.6970 -0.7876
H 3.6638 -3.2000 3.5852
H 5.3753 -0.7512 -5.5662
H 1.5365 1.5134 3.9922
H 4.6036 1.4536 1.7466
H 3.2657 -0.1901 -0.6043
H -0.9548 -0.3186 2.1049
H 1.1630 4.7740 1.3649
H 5.2988 -2.3381 1.9675
H 2.9700 2.0967 1.6227
H 3.8592 -1.7698 4.6088
H 1.2388 -0.5077 -4.9527
H 1.2613 -2.1129 -3.2090
H 2.7542 -4.0720 5.6320
H 0.3279 -1.3012 4.4222
H -2.3775 -1.0465 3.6849
H -1.9259 -4.7828 1.1524
H 5.3101 -0.6295 2.4142
H 1.9647 1.1023 -4.9263
H -1.4724 -3.3580 2.0859
H 0.3105 5.2383 -0.1004
H 3.1199 4.3842 -0.0036
H 2.9653 2.9413 5.3390
H 4.2741 1.7602 5.2989
H -5.1753 0.4803 1.5854
H 6.8175 -1.4912 0.3078
H -0.8170 -5.1164 -1.8297
H 0.1266 -3.5611 5.2833
```

2S+1 = 3
energy = -4307.90358 a.u.
F_max = 1.0 eV Å⁻¹
Kohn-Sham gap (spin up / spin down) = 8.0 / 8.0 eV


(4)
A molecular structure, C32H56F12O20S4V at a distorted geometry, computed with wB97M-V/def2-TZVPD.

Geometry as XYZ:
```
125
Properties=species:S:1:pos:R:3
V -0.5641 -1.1031 0.6900
S -3.5385 -2.9561 1.4588
S 0.6960 -4.3488 -0.1415
S 0.1227 -3.2748 3.5654
S -2.1858 1.7214 -0.6812
F -4.7155 -3.3594 -1.0027
F -4.1290 2.5129 0.9359
F -1.3528 -2.0210 5.5260
F 2.8719 -5.7437 -0.8985
F 0.2675 -3.2285 6.3170
F -4.8239 1.6236 -0.8997
F -4.0140 3.6713 -0.9282
F 3.1035 -4.8793 1.0739
F -6.0919 -3.0794 0.6120
F 0.5937 -1.3056 5.3693
F 3.2871 -3.6141 -0.7053
F -5.0385 -1.3870 -0.2077
O 1.4946 -3.7850 3.5705
O -1.3252 0.2601 2.5727
O -2.0817 0.3360 -0.0707
O -0.6494 -1.3061 -1.5062
O -3.2742 -7.1236 -0.2761
O -4.0393 -2.5310 2.7377
O 0.8584 5.5006 -2.7365
O 0.5220 -0.0128 0.5887
O -0.8842 -4.3523 3.4665
O 2.6330 0.2650 -1.3717
O -3.2442 -4.3919 1.5265
O -2.3759 -2.1916 0.9395
O 2.5486 -0.0549 2.2328
O 2.8688 4.5709 1.2933
O -2.0903 1.5820 -2.1372
O -1.2072 2.6559 -0.0933
O 0.4711 -2.9088 0.1449
O 0.2893 -4.8107 -1.4771
O -0.1641 -2.2410 2.5631
O 0.1177 -5.2959 0.8736
C 1.5241 6.2748 0.5081
C -4.2221 -7.5945 -2.3076
C -1.8396 2.3314 3.4558
C 3.5992 5.8184 1.6437
C -3.6120 -6.2243 -2.4681
C -0.1248 -2.3984 5.3145
C 4.6360 0.7962 2.2928
C -1.6465 -1.5769 -3.5428
C 3.3268 -1.0126 2.9667
C 0.4087 -1.1149 -2.4759
C 2.6644 1.6936 -1.5080
C -2.6262 -6.3157 -1.3536
C 4.7330 0.7933 -2.2756
C -2.5909 0.0931 3.2035
C 1.9028 4.8011 0.2824
C -4.4478 -7.8053 -0.8499
C -1.8468 -1.7896 -2.0692
C -0.7026 1.4730 2.9977
C -0.8091 5.9115 -4.1565
C 0.6201 6.2644 -3.8770
C 4.1930 2.0331 -1.6605
C -2.7614 1.2568 4.1143
C -1.0355 4.5228 -3.5634
C 4.7065 -0.4560 3.1498
C 3.2079 1.2239 2.3088
C -0.1043 4.5369 -2.3400
C 2.8476 6.9100 0.7986
C -3.9409 2.4728 -0.4050
C -4.9602 -2.7092 0.0953
C -0.1465 -1.8634 -3.6724
C 3.9191 -0.3038 -1.6028
C 2.6536 -4.6455 -0.1469
H -4.3433 -5.4356 -2.2915
H 4.7447 -0.1027 4.1803
H -2.5571 -0.7801 3.8550
H 0.2990 3.5246 -2.3154
H -2.5490 1.0051 5.1533
H 2.7891 7.8780 1.2962
H 3.7977 -1.1920 -2.2229
H 4.3677 2.9023 -2.2945
H 0.8082 7.3224 -3.6946
H 0.3205 -1.5344 -4.6007
H -2.2783 2.8220 2.5869
H -3.3203 0.0597 2.3942
H -2.0721 4.2902 -3.3196
H -1.4653 6.5897 -3.6110
H -2.5762 -5.2735 -1.0382
H -2.2932 -2.2287 -4.1301
H -0.6573 4.8521 -1.4551
H 2.9679 1.7943 1.4116
H 4.6773 5.8158 1.4832
H -3.5449 -8.4023 -2.5853
H -1.4846 3.0165 4.2257
H 2.8443 1.7513 3.1908
H -3.7957 1.5977 4.1611
H 2.0960 2.0539 -2.3655
H 2.8259 -1.1730 3.9214
H -2.7461 -1.2716 -1.7361
H 5.5498 -1.1249 2.9783
H -5.1458 -7.7316 -2.8697
H 0.0785 1.3914 3.7535
H -1.9002 -0.5365 -3.7464
H 0.9084 6.2275 1.4062
H -0.1013 1.9340 2.2141
H -4.5030 -8.8521 -0.5513
H -5.3791 -7.3671 -0.4909
H 4.8381 0.5056 1.2619
H 0.5559 -0.0630 -2.7206
H 1.3538 6.0080 -4.6412
H 4.6345 2.1640 -0.6725
H -1.9936 -2.8353 -1.7987
H -0.6805 3.8304 -4.3268
H 5.3222 1.5732 2.6297
H 2.2944 2.1438 -0.5869
H 1.1727 3.9919 0.2656
H 2.4643 4.6806 -0.6440
H 3.3572 6.0255 2.6861
H 1.0165 6.6928 -0.3612
H 3.4617 -1.9708 2.4648
H 3.3663 7.1450 -0.1308
H -1.0523 5.9125 -5.2191
H 4.3965 0.8541 -3.3105
H -3.0961 -6.1562 -3.4258
H 5.8056 0.6700 -2.1254
H 4.3097 -0.5503 -0.6155
H -1.6303 -6.6833 -1.6007
H 1.3004 -1.6039 -2.0836
H -0.0403 -2.9473 -3.7186
```

2S+1 = 2
energy = -6492.89321 a.u.
F_max = 4.6 eV Å⁻¹
net charge = -2
Kohn-Sham gap (spin up / spin down) = 7.5 / 7.5 eV


Number 4 is which compound? C32H56F12O20S4V


2S+1 of number 1 (C32H56Br2ClN3O9P)? 1


Among the records above, which one has the lowest F_max? C32H56ClN9O7PSiV